[1]
{"formula": "C4H20O6", "method": "ωB97M-V/def2-TZVPD", "orbital_gap_ha": 0.283, "energy_ha": -615.57747, "lumo_energy_ev": -1.3, "max_force_ev_per_a": 8.364, "e_above_lowest_kj_mol": 630.3, "homo_ev": -9.015, "species": ["O", "H", "H", "H", "O", "H", "C", "O", "H", "H", "H", "H", "C", "O", "H", "H", "H", "H", "C", "O", "H", "H", "H", "H", "C", "O", "H", "H", "H", "H"], "positions_angstrom": [[0.164, 0.376, -3.410], [-0.023, 1.406, -3.392], [1.049, 0.391, -3.661], [-0.033, 0.074, -2.569], [0.226, -0.207, -0.836], [1.074, -0.510, -0.384], [-0.654, -3.338, 0.104], [-0.707, -2.857, -1.277], [-1.560, -3.331, 0.695], [0.336, -3.057, 0.492], [-0.421, -4.377, 0.065], [-0.282, -1.968, -1.246], [1.004, 0.203, 2.800], [0.372, -0.855, 2.075], [0.282, 0.592, 3.291], [1.443, 0.929, 2.165], [1.752, -0.382, 3.404], [0.300, -0.537, 1.168], [-2.823, 0.795, 0.976], [-2.508, -0.142, -0.093], [-2.776, 0.165, 1.837], [-3.856, 0.888, 0.889], [-2.258, 1.773, 1.016], [-1.486, -0.034, -0.207], [2.202, 2.562, -0.724], [0.909, 2.223, -0.232], [2.189, 3.553, -1.299], [2.537, 1.697, -1.280], [2.837, 2.639, -0.042], [0.711, 1.326, -0.323]]}

[2]
{"formula": "C4H21NO5S2", "method": "ωB97M-V/def2-TZVPD", "orbital_gap_ha": 0.309, "energy_ha": -1392.25136, "lumo_energy_ev": 0.0, "max_force_ev_per_a": 2.292, "e_above_lowest_kj_mol": 158.5, "homo_ev": -8.391, "smiles": "CN[C@H](C)CSS.O.O.O.O.O", "species": ["C", "N", "C", "C", "C", "S", "S", "H", "H", "H", "H", "H", "H", "H", "H", "H", "H", "H", "O", "H", "H", "O", "H", "H", "O", "H", "H", "O", "H", "H", "O", "H", "H"], "positions_angstrom": [[-0.951, -2.016, -0.552], [-0.563, -1.179, -1.666], [-1.079, 0.189, -1.907], [0.031, 1.163, -2.302], [-1.767, 0.675, -0.620], [-2.233, 2.416, -0.473], [-0.748, 3.324, 0.657], [-0.225, -2.817, -0.559], [-1.967, -2.428, -0.745], [-0.956, -1.548, 0.413], [0.307, -1.225, -2.161], [-1.904, 0.181, -2.646], [0.939, 1.026, -1.729], [-0.274, 2.197, -2.199], [0.324, 1.000, -3.344], [-2.644, 0.110, -0.294], [-1.105, 0.385, 0.225], [-1.411, 3.904, 1.652], [2.448, 1.171, 1.896], [1.844, 1.847, 1.616], [2.815, 0.752, 1.117], [0.117, -2.565, 2.047], [-0.788, -2.786, 1.821], [0.225, -2.172, 2.922], [2.832, -2.959, 0.195], [3.479, -2.332, -0.102], [2.201, -2.550, 0.797], [2.945, 2.345, -1.510], [2.966, 2.554, -0.588], [2.372, 1.604, -1.738], [-2.204, 0.104, 2.878], [-3.103, -0.167, 3.138], [-1.920, -0.202, 3.759]]}

[3]
{"formula": "C4H21NO7", "method": "ωB97M-V/def2-TZVPD", "orbital_gap_ha": 0.374, "energy_ha": -746.45335, "lumo_energy_ev": 0.3, "max_force_ev_per_a": 2.062, "e_above_lowest_kj_mol": 3.6, "homo_ev": -9.902, "smiles": "CCCNC=O.O.O.O.O.O.O", "species": ["C", "C", "C", "N", "C", "O", "H", "H", "H", "H", "H", "H", "H", "H", "H", "O", "H", "H", "O", "H", "H", "O", "H", "H", "O", "H", "H", "O", "H", "H", "O", "H", "H"], "positions_angstrom": [[-1.886, -2.699, -1.541], [-1.303, -1.340, -1.185], [-2.132, -0.571, -0.129], [-1.332, -0.105, 0.993], [-1.220, 1.175, 1.365], [-1.484, 2.175, 0.698], [-1.653, -3.027, -2.550], [-2.957, -2.722, -1.333], [-1.580, -3.494, -0.851], [-1.188, -0.727, -2.073], [-0.304, -1.432, -0.753], [-3.010, -1.132, 0.182], [-2.461, 0.342, -0.624], [-1.048, -0.766, 1.708], [-0.699, 1.226, 2.329], [0.165, -1.336, 3.168], [0.400, -1.718, 4.011], [1.000, -1.275, 2.670], [3.230, -1.200, -1.141], [2.481, -1.056, -1.733], [3.733, -0.395, -1.300], [1.997, -0.204, 1.515], [1.613, 0.661, 1.677], [2.146, -0.582, 0.650], [-0.977, 2.032, -2.028], [-0.945, 1.962, -1.051], [-1.543, 2.783, -2.207], [2.411, 1.485, -2.215], [1.715, 1.629, -2.857], [2.621, 2.216, -1.645], [1.404, 2.404, 2.356], [0.653, 2.808, 1.904], [2.155, 2.884, 1.991]]}

[4]
{"formula": "C4H21NO7S", "method": "ωB97M-V/def2-TZVPD", "orbital_gap_ha": 0.218, "energy_ha": -1144.53104, "lumo_energy_ev": 5.5, "max_force_ev_per_a": 5.691, "e_above_lowest_kj_mol": 0.0, "total_charge": -2, "homo_ev": -0.462, "species": ["C", "N", "C", "O", "C", "C", "S", "H", "H", "H", "H", "H", "H", "H", "H", "H", "H", "H", "O", "H", "H", "O", "H", "H", "O", "H", "H", "O", "H", "H", "O", "H", "H", "O"], "positions_angstrom": [[-1.703, -1.900, 0.747], [-0.884, -1.079, -0.015], [-0.570, -1.427, -1.473], [-0.867, -0.454, -2.400], [-1.272, -1.913, 2.231], [-1.376, -0.509, 2.988], [-1.037, -0.469, 4.656], [-2.009, -2.831, 0.388], [-2.617, -1.358, 0.916], [-1.012, -0.094, 0.206], [-1.135, -2.361, -1.643], [0.551, -1.575, -1.631], [-0.208, -2.289, 2.548], [-1.703, -2.663, 2.753], [-2.258, -0.095, 2.643], [-0.595, 0.153, 2.468], [2.351, -2.629, 0.518], [0.992, -1.719, 0.214], [2.016, -1.721, 0.084], [2.264, 2.197, -1.997], [3.227, 0.955, -2.146], [3.124, 1.865, -2.268], [-0.278, 2.464, 2.077], [0.890, 2.208, 3.069], [0.271, 2.885, 2.805], [-0.740, 0.635, -2.153], [-0.832, 2.262, -2.392], [0.016, 1.952, -2.186], [0.475, -0.263, -3.355], [1.240, 0.981, -3.322], [1.283, 0.104, -3.600], [0.487, 2.610, -1.013], [1.015, 2.828, 0.525], [0.893, 3.250, -0.244]]}

[5]
{"formula": "C4H21NO7S", "method": "ωB97M-V/def2-TZVPD", "orbital_gap_ha": 0.350, "energy_ha": -1144.67141, "lumo_energy_ev": 0.3, "max_force_ev_per_a": 1.113, "e_above_lowest_kj_mol": 45.6, "homo_ev": -9.238, "smiles": "CNC(=O)CCS.O.O.O.O.O.O", "species": ["C", "N", "C", "O", "C", "C", "S", "H", "H", "H", "H", "H", "H", "H", "H", "H", "O", "H", "H", "O", "H", "H", "O", "H", "H", "O", "H", "H", "O", "H", "H", "O", "H", "H"], "positions_angstrom": [[0.978, 2.728, -0.497], [0.593, 1.403, -0.947], [0.963, 0.237, -0.401], [0.450, -0.830, -0.790], [2.025, 0.279, 0.650], [2.348, -1.046, 1.319], [2.830, -1.001, 3.062], [0.398, 3.066, 0.366], [2.000, 2.772, -0.118], [0.936, 3.417, -1.326], [-0.076, 1.424, -1.694], [1.784, 1.066, 1.370], [2.903, 0.706, 0.148], [1.522, -1.734, 1.188], [3.179, -1.521, 0.806], [1.919, -0.146, 3.534], [-1.676, -1.386, 1.065], [-0.882, -1.664, 0.591], [-2.401, -1.517, 0.406], [2.700, -2.928, -1.076], [2.191, -3.709, -1.323], [2.093, -2.185, -1.221], [-3.456, -1.504, -0.983], [-2.905, -0.895, -1.521], [-4.294, -1.068, -0.808], [-1.362, 1.123, 1.850], [-1.603, 0.206, 1.543], [-1.141, 1.046, 2.783], [-3.067, 1.702, -0.226], [-2.316, 1.396, -0.746], [-2.691, 1.750, 0.673], [-1.592, -0.137, -2.434], [-1.556, -0.589, -3.285], [-0.790, -0.460, -1.959]]}

[6]
{"formula": "C4H21O8", "method": "ωB97M-V/def2-TZVPD", "orbital_gap_ha": 0.365, "energy_ha": -766.89885, "lumo_energy_ev": 3.2, "max_force_ev_per_a": 6.341, "e_above_lowest_kj_mol": 173.9, "total_charge": -1, "homo_ev": -6.705, "species": ["C", "C", "C", "O", "C", "O", "H", "H", "H", "H", "H", "H", "H", "H", "H", "H", "H", "O", "H", "H", "O", "H", "H", "O", "H", "H", "O", "H", "H", "O", "H", "H", "O"], "positions_angstrom": [[-1.823, 1.130, 1.018], [-1.429, -0.338, 1.047], [-2.071, -1.265, -0.024], [-1.928, -0.860, -1.412], [-0.420, 1.907, 1.227], [0.114, 2.518, 0.079], [-2.182, 1.459, 0.094], [-2.524, 1.485, 1.685], [-1.392, -0.838, 2.110], [-0.261, -0.424, 0.980], [-1.755, -2.293, -0.064], [-3.123, -1.184, 0.077], [0.171, 1.355, 1.898], [-0.843, 2.761, 1.916], [0.599, 1.754, -0.397], [3.036, -0.945, -0.006], [3.143, -2.037, 1.146], [3.337, -1.045, 0.957], [1.292, -3.536, -0.636], [1.924, -2.074, -0.613], [2.060, -3.115, -0.298], [-1.154, -0.340, -1.777], [-0.085, -0.084, -2.879], [0.208, 0.544, -2.234], [2.616, -0.948, -2.156], [1.115, 0.063, -1.692], [2.218, -0.725, -1.383], [2.754, 0.008, 2.549], [1.687, 0.852, 3.011], [2.477, 0.493, 3.379], [-1.933, 1.491, -2.566], [-3.150, 2.210, -2.150], [-2.675, 2.024, -2.888]]}

[7]
{"formula": "C4H22N3O6", "method": "ωB97M-V/def2-TZVPD", "orbital_gap_ha": [0.098, 0.388], "s2": 0.751, "energy_ha": -781.17657, "lumo_energy_ev": [0.4, 0.2], "max_force_ev_per_a": 3.945, "e_above_lowest_kj_mol": 0.0, "homo_ev": [-2.307, -10.328], "spin_multiplicity": 2, "species": ["N", "C", "C", "N", "C", "C", "N", "O", "H", "H", "H", "H", "H", "H", "H", "H", "H", "H", "H", "H", "H", "H", "O", "H", "H", "O", "H", "H", "O", "H", "H", "O", "H", "H", "O"], "positions_angstrom": [[-1.050, 0.935, 0.891], [-0.963, -0.191, -0.016], [0.113, -1.161, 0.370], [0.637, -2.050, -0.532], [0.362, -2.211, -2.014], [0.645, -0.963, -2.803], [2.061, -0.426, -2.663], [0.382, -1.221, 1.555], [-1.857, 1.549, 0.748], [-0.113, 1.495, 0.814], [-1.013, 0.724, 1.888], [-0.660, 0.147, -1.062], [-1.882, -0.711, -0.285], [1.580, -2.369, -0.319], [-0.701, -2.358, -2.130], [1.037, -2.994, -2.360], [0.508, -1.210, -3.867], [-0.019, -0.125, -2.732], [2.489, -0.446, -3.574], [2.505, -1.145, -2.111], [-0.682, 2.890, 3.416], [0.554, 3.060, 2.541], [-0.325, 2.643, 2.548], [1.152, 2.779, -1.486], [1.230, 1.285, -1.591], [0.757, 1.988, -1.085], [3.519, -0.210, 1.298], [3.107, -1.576, 1.964], [3.704, -1.153, 1.342], [-2.911, -2.271, 1.315], [-3.580, -1.352, 2.297], [-3.284, -1.382, 1.379], [-2.003, 3.999, -0.077], [-3.331, 3.301, -0.285], [-2.552, 3.284, 0.296]]}

[8]
{"formula": "C4H22NO6", "method": "ωB97M-V/def2-TZVPD", "orbital_gap_ha": 0.390, "energy_ha": -671.53813, "lumo_energy_ev": -2.7, "max_force_ev_per_a": 2.773, "e_above_lowest_kj_mol": 99.3, "total_charge": 1, "homo_ev": -13.277, "species": ["O", "C", "C", "N", "C", "C", "H", "H", "H", "H", "H", "H", "H", "H", "H", "H", "H", "H", "H", "H", "O", "H", "H", "O", "H", "H", "O", "H", "H", "O", "H", "H", "O"], "positions_angstrom": [[0.146, -1.968, 2.413], [-0.199, -2.121, 1.059], [0.406, -1.030, 0.186], [-0.325, 0.268, 0.150], [-1.828, 0.293, 0.206], [-2.292, 1.528, -0.606], [1.012, -2.034, 2.833], [0.266, -3.066, 0.708], [-1.263, -2.253, 1.128], [1.450, -0.900, 0.507], [0.459, -1.322, -0.846], [0.050, 0.703, -0.725], [-0.017, 0.846, 0.957], [-2.290, -0.665, -0.102], [-2.189, 0.347, 1.228], [-1.515, 1.880, -1.273], [-3.056, 1.234, -1.350], [-2.853, 2.147, 0.081], [2.278, -2.715, -2.157], [3.156, -1.571, -1.827], [2.263, -1.890, -1.655], [-0.753, 2.446, 2.505], [0.804, 2.310, 2.478], [0.011, 2.433, 1.907], [0.230, 1.670, -2.625], [1.312, 0.738, -2.466], [0.947, 1.502, -1.995], [2.639, 0.992, 3.038], [1.466, 1.155, 4.094], [1.705, 0.847, 3.205], [-0.132, -1.057, -3.989], [-1.281, -0.147, -3.792], [-0.607, -0.601, -3.274]]}